Here is C5H8O in the gas phase from the Open Molecules 2025 dataset. Energies are from ωB97M-V/def2-TZVPD.

```
14
Properties=species:S:1:pos:R:3:lowdin_charge:R:1
C 1.55 0.33 0.27 -0.070
C 0.36 -0.60 0.02 -0.343
C -0.38 -0.22 -1.25 -0.057
C -1.38 0.59 -0.90 -0.148
O -1.57 0.71 0.45 -0.083
C -0.78 -0.35 1.02 -0.151
H 1.19 1.36 0.44 0.086
H 2.13 0.02 1.15 0.076
H 2.23 0.36 -0.59 0.077
H 0.68 -1.64 0.04 0.134
H -0.10 -0.50 -2.26 0.102
H -2.04 1.19 -1.52 0.123
H -0.46 -0.02 2.02 0.126
H -1.42 -1.24 1.11 0.127
```

The value obtained for the LUMO energy is 1.10 eV.

Here is C5H8O2 in the gas phase in a non-equilibrium geometry from the Open Molecules 2025 dataset. Energies are from ωB97M-V/def2-TZVPD.

```
15
Properties=species:S:1:pos:R:3:lowdin_charge:R:1
C 1.61 -0.41 -0.08 -0.195
C 1.05 1.09 -0.54 -0.211
O -0.21 0.99 -1.15 -0.147
C -1.26 -0.13 -0.57 -0.115
C -1.66 0.11 0.85 -0.041
C -0.80 -1.09 0.47 -0.121
O 0.77 -1.12 0.79 -0.138
H 1.78 -0.95 -1.03 0.117
H 2.56 -0.10 0.41 0.115
H 1.06 1.76 0.34 0.111
H 1.86 1.35 -1.24 0.115
H -1.88 -0.32 -1.46 0.142
H -1.11 0.93 1.32 0.113
H -2.70 0.05 1.23 0.113
H -1.06 -2.14 0.66 0.143
```

The value obtained for the LUMO energy is 1.06 eV.

Here is a molecular structure, C5H8O2 in a non-equilibrium geometry from the Open Molecules 2025 dataset. Energies are from ωB97M-V/def2-TZVPD.

```
15
Properties=species:S:1:pos:R:3:lowdin_charge:R:1
C -0.40 1.57 -0.19 -0.019
C -0.07 0.17 0.31 -0.605
C -0.70 -1.01 -0.40 -0.092
C -1.14 -0.63 0.99 -0.079
O 1.24 0.06 0.78 -0.179
C 2.44 -0.54 -0.56 0.014
O 2.35 -0.19 -1.66 0.173
H 0.25 1.84 -1.03 0.079
H -0.25 2.30 0.61 0.085
H -1.44 1.63 -0.52 0.084
H -1.37 -0.81 -1.24 0.103
H -0.12 -1.93 -0.51 0.098
H -2.13 -0.19 1.13 0.102
H -0.83 -1.28 1.81 0.105
H 2.15 -0.98 0.47 0.133
```

The value obtained for the LUMO energy is 0.31 eV.

Here is 2 unconnected molecules or ions with the total composition C5H8O2 in a non-equilibrium geometry from the Open Molecules 2025 dataset. Energies are from ωB97M-V/def2-TZVPD.

```
15
Properties=species:S:1:pos:R:3:lowdin_charge:R:1
C 1.71 -0.37 0.13 -0.023
C 0.80 0.57 0.36 -0.201
C -0.17 1.37 -0.48 -0.245
O -0.82 0.87 -1.65 -0.020
C -1.50 0.81 -0.38 -0.232
C -1.21 -0.50 0.31 -0.095
O -1.00 -1.44 -0.56 0.017
H 2.51 -0.51 0.86 0.067
H 1.72 -1.04 -0.73 0.081
H 0.71 -1.77 1.45 0.051
H 0.72 0.96 1.38 0.126
H 0.07 2.44 -0.52 0.156
H -2.44 1.33 -0.25 0.150
H -0.02 -1.63 1.57 0.042
H -1.08 -1.09 -1.48 0.126
```

The value obtained for the LUMO energy is 0.26 eV.